Record 1
Computed, not measured: 2 unconnected molecules or ions with the total composition ClHNO2, with wB97M-V/def2-TZVPD.

- largest force on an atom (eV/A) = 3.570
- energy relative to the best compared isomer or geometry (same formula, charge and spin) (kcal per mole) = 2.8
- LUMO energy (eV) = 4.404

Geometry as ORCA input:
```
! wB97M-V def2-TZVPD RIJCOSX def2/J DEFGRID3
* xyz -1 1
N -0.517 0.009 -0.210
O -0.887 -1.104 -0.479
O -1.216 1.043 -0.156
Cl 2.203 -0.196 0.780
H 0.417 0.248 0.064
*
```


Record 2
Computed, not measured: 9 unconnected molecules or ions with the total composition C25H54Cl4N6O9, with wB97M-V/def2-TZVPD.

- largest force on an atom (eV/A) = 5.863
- energy relative to the best compared isomer or geometry (same formula, charge and spin) (kcal per mole) = 49.3
- LUMO energy (eV) = 0.115
- SMILES = O=C1OCCO1.CNC(C)=O.CNC(C)=O.CNC(C)=O.CNC(C)=O.CNC(C)=O.CNC(C)=O.ClCCCl.ClCCCl

Geometry as ORCA input:
```
! wB97M-V def2-TZVPD RIJCOSX def2/J DEFGRID3
* xyz 0 1
O 4.895 -4.667 -3.389
C 4.117 -3.673 -3.371
O 4.491 -2.419 -3.291
C 3.369 -1.521 -3.356
C 2.325 -2.570 -3.843
O 2.786 -3.808 -3.406
H 2.973 -1.105 -2.429
H 3.707 -0.827 -4.125
H 2.311 -2.473 -4.928
H 1.363 -2.471 -3.341
C -0.690 2.028 4.394
N -0.173 0.933 5.193
C 0.455 1.071 6.407
C 0.956 -0.256 6.856
O 0.563 2.103 7.044
H 0.246 2.426 4.003
H -1.152 2.844 4.949
H -1.319 1.669 3.580
H -0.432 -0.020 4.982
H 0.945 -0.250 7.946
H 2.026 -0.441 6.757
H 0.330 -1.088 6.533
C 0.991 1.173 -6.657
N 1.141 0.690 -5.355
C 1.317 1.445 -4.236
C 1.323 2.934 -4.340
O 1.367 0.880 -3.093
H 1.905 1.009 -7.227
H 0.848 2.247 -6.777
H 0.161 0.637 -7.116
H 1.065 -0.315 -5.302
H 1.410 3.342 -3.333
H 0.399 3.333 -4.757
H 2.192 3.187 -4.947
C -2.238 4.395 -5.441
N -2.421 3.871 -4.168
C -1.814 4.350 -3.062
C -2.083 3.536 -1.698
O -1.085 5.297 -2.949
H -2.141 5.480 -5.456
H -3.120 4.017 -5.958
H -1.374 4.002 -5.978
H -3.212 3.272 -3.981
H -1.728 4.302 -1.010
H -1.386 2.701 -1.616
H -3.101 3.180 -1.540
C 0.206 5.974 1.353
N -0.718 5.098 2.064
C -1.881 5.503 2.608
C -2.168 7.016 2.710
O -2.748 4.694 3.082
H 0.470 6.801 2.013
H -0.193 6.245 0.376
H 1.125 5.404 1.220
H -0.582 4.103 1.960
H -3.105 7.163 3.247
H -2.157 7.532 1.751
H -1.408 7.416 3.382
C -2.270 -2.789 0.908
N -3.654 -3.134 0.804
C -4.591 -2.249 0.810
C -5.997 -2.774 0.485
O -4.506 -1.076 1.154
H -1.774 -2.528 -0.027
H -1.775 -3.680 1.295
H -2.164 -1.921 1.558
H -3.853 -4.123 0.852
H -6.621 -2.591 1.360
H -5.985 -3.863 0.438
H -6.300 -2.311 -0.454
C 4.004 -5.110 0.427
N 2.730 -5.834 0.074
C 1.671 -5.116 -0.332
C 0.370 -5.886 -0.796
O 1.647 -3.918 -0.371
H 4.631 -4.930 -0.446
H 4.640 -5.717 1.072
H 3.877 -4.193 1.002
H 2.659 -6.770 0.448
H 0.597 -6.662 -1.527
H -0.297 -5.217 -1.339
H -0.228 -6.262 0.035
Cl 2.378 -0.041 -0.315
C 0.751 -0.550 0.361
C -0.514 0.344 0.081
Cl -0.394 1.869 0.841
H 0.914 -0.751 1.420
H 0.562 -1.556 -0.016
H -1.328 -0.175 0.588
H -0.680 0.438 -0.992
Cl 0.421 -3.775 6.478
C 1.844 -3.700 5.443
C 1.499 -3.499 3.861
Cl 0.254 -2.184 3.813
H 2.427 -4.616 5.534
H 2.486 -2.868 5.732
H 0.893 -4.375 3.630
H 2.327 -3.305 3.180
*
```


Record 3
Computed, not measured: a molecular structure, C40H36BrN7O13PbS, with wB97M-V/def2-TZVPD.

- largest force on an atom (eV/A) = 0.438
- energy relative to the best compared isomer or geometry (same formula, charge and spin) (kcal per mole) = 3.1
- LUMO energy (eV) = 2.882

Geometry as ORCA input:
```
! wB97M-V def2-TZVPD RIJCOSX def2/J DEFGRID3
* xyz -2 1
Pb 0.058 -0.279 0.277
C 0.929 7.068 -2.023
C -0.061 5.958 -1.768
C -0.373 5.558 -0.475
C -1.273 4.527 -0.240
C -1.885 3.897 -1.311
C -1.609 4.301 -2.616
C -0.693 5.318 -2.835
S -2.973 2.522 -1.017
O -4.022 2.645 -2.012
O -3.365 2.606 0.367
N -2.071 1.237 -1.180
C -1.696 0.699 -2.390
C -2.263 0.964 -3.663
C -1.799 0.276 -4.761
C -0.805 -0.691 -4.627
C -0.324 -0.919 -3.355
N -0.733 -0.243 -2.283
H 1.445 7.357 -1.105
H 0.429 7.954 -2.422
H 1.681 6.758 -2.752
H 0.101 6.056 0.363
H -1.519 4.203 0.765
H -2.119 3.823 -3.443
H -0.460 5.623 -3.851
H -3.072 1.674 -3.741
H -2.231 0.477 -5.737
H -0.438 -1.255 -5.474
H 0.433 -1.673 -3.155
N -1.801 -0.145 2.020
C -1.815 -1.231 3.022
C -0.681 -1.068 4.033
C 0.722 -1.469 3.556
O 1.598 -1.622 4.425
O 0.892 -1.608 2.295
H -1.554 0.742 2.458
H -2.691 -0.019 1.550
H -1.719 -2.186 2.502
H -2.766 -1.241 3.564
H -0.886 -1.642 4.935
H -0.609 -0.015 4.324
O -0.217 2.288 3.295
C 0.684 2.571 2.489
O 1.028 2.006 1.424
C 1.449 3.872 2.800
C 0.930 4.757 3.732
C 1.568 5.965 3.952
C 2.717 6.323 3.280
C 3.227 5.412 2.379
C 2.618 4.192 2.125
N 4.453 5.787 1.650
O 4.769 6.961 1.634
O 5.077 4.907 1.102
N 1.017 6.913 4.945
O 0.015 6.587 5.542
O 1.600 7.969 5.110
H 0.031 4.486 4.269
H 3.197 7.272 3.454
H 3.010 3.502 1.389
Br 0.318 -9.013 -0.179
C 0.756 -7.220 0.338
C 1.830 -7.022 1.190
C 2.144 -5.719 1.562
C 1.407 -4.647 1.074
C 0.329 -4.874 0.225
C -0.009 -6.172 -0.141
C -0.512 -3.694 -0.261
O -1.726 -3.885 -0.404
O 0.152 -2.627 -0.442
H 2.400 -7.864 1.559
H 2.971 -5.545 2.241
H 1.633 -3.625 1.360
H -0.865 -6.338 -0.781
C 6.772 0.657 1.254
N 5.716 -0.267 0.859
N 4.970 0.152 -0.253
C 3.595 -0.088 -0.017
O 2.712 0.076 -0.847
C 3.531 -0.600 1.336
C 4.779 -0.643 1.820
C 5.210 -1.065 3.180
C 5.582 0.152 -1.519
C 4.982 0.838 -2.575
C 5.575 0.818 -3.827
C 6.769 0.140 -4.044
C 7.360 -0.542 -2.990
C 6.771 -0.544 -1.734
H 7.409 0.865 0.397
H 7.372 0.179 2.027
H 6.371 1.598 1.632
H 2.619 -0.942 1.821
H 4.344 -1.469 3.706
H 5.598 -0.219 3.756
H 5.993 -1.825 3.123
H 4.047 1.354 -2.408
H 5.094 1.342 -4.646
H 7.232 0.142 -5.024
H 8.278 -1.096 -3.147
H 7.212 -1.104 -0.920
*
```


Record 4
Computed, not measured: a gas-phase ion, C3H7N4 (charge +1), with wB97M-V/def2-TZVPD.

- largest force on an atom (eV/A) = 5.988
- energy relative to the best compared isomer or geometry (same formula, charge and spin) (kcal per mole) = 104.2
- LUMO energy (eV) = -6.273
- SMILES = N[N+]1=NC=NCC1

Geometry as ORCA input:
```
! wB97M-V def2-TZVPD RIJCOSX def2/J DEFGRID3
* xyz 1 1
N -1.758 -0.978 0.404
N -0.567 -0.746 -0.138
N 0.276 -1.686 -0.155
C 1.529 -1.362 -0.213
N 2.085 -0.338 0.278
C 1.181 0.859 0.360
C -0.060 0.535 -0.497
H -2.510 -0.373 0.509
H -2.054 -1.857 0.866
H 2.241 -2.170 -0.299
H 1.776 1.539 -0.153
H 0.990 1.221 1.397
H -0.816 1.383 -0.573
H 0.403 0.375 -1.460
*
```


Record 5
Computed, not measured: 2 unconnected molecules or ions with the total composition C4H13N2O, with wB97M-V/def2-TZVPD.

- largest force on an atom (eV/A) = 4.596
- energy relative to the best compared isomer or geometry (same formula, charge and spin) (kcal per mole) = 30.4
- LUMO energy (eV) = 4.004

Geometry as ORCA input:
```
! wB97M-V def2-TZVPD RIJCOSX def2/J DEFGRID3
* xyz -1 1
C -0.513 -1.185 -2.167
C 0.505 -1.075 -1.027
N 0.894 0.311 -0.828
C 1.930 0.479 0.202
H -0.791 -2.203 -2.416
H 0.004 -0.663 -3.005
H -1.416 -0.628 -1.897
H 1.376 -1.645 -1.280
H 0.089 -1.562 -0.058
H 0.081 0.912 -0.532
H 2.519 1.313 0.087
H 1.486 0.442 1.216
H 2.631 -0.469 0.202
N -1.043 1.573 1.040
C -1.213 0.275 1.884
O -1.491 0.482 3.155
H -0.615 2.265 1.574
H -1.986 1.936 0.928
H -2.094 -0.103 1.304
H -0.355 -0.456 1.619
*
```


Record 6
Computed, not measured: 7 unconnected molecules or ions with the total composition C21H56NO12P, with wB97M-V/def2-TZVPD.

- largest force on an atom (eV/A) = 3.945
- LUMO energy (eV) = 0.609
- SMILES = CCCCCCCCO[P@@](=O)(OCCN)OCCCCOC=O.CO.CO.CO.CO.CO.CO

Geometry as ORCA input:
```
! wB97M-V def2-TZVPD RIJCOSX def2/J DEFGRID3
* xyz 0 1
C 3.937 4.754 0.399
C 4.843 3.519 0.454
C 5.067 2.868 -0.939
C 3.863 1.969 -1.270
C 3.866 1.499 -2.741
C 2.508 0.779 -3.027
C 2.653 -0.757 -3.069
C 1.403 -1.558 -2.615
O 0.252 -0.750 -2.323
P 0.091 -0.343 -0.786
O -0.953 -1.166 -0.150
O 1.527 -0.437 -0.105
C 1.534 -1.272 1.079
C 2.990 -1.736 1.286
N 3.954 -0.654 1.415
O -0.340 1.190 -0.641
C -1.368 1.575 -1.579
C -2.805 1.269 -1.115
C -3.476 2.472 -0.406
C -4.955 2.581 -0.782
O -5.554 1.294 -0.550
C -6.907 1.328 -0.555
O -7.475 0.328 -0.690
H 3.929 5.297 1.349
H 4.221 5.448 -0.398
H 2.902 4.450 0.211
H 4.325 2.778 1.079
H 5.801 3.718 0.943
H 5.971 2.255 -0.863
H 5.164 3.667 -1.679
H 3.797 1.109 -0.597
H 2.961 2.567 -1.083
H 4.686 0.797 -2.907
H 3.935 2.409 -3.342
H 1.809 1.151 -2.275
H 2.158 1.124 -4.005
H 3.556 -1.053 -2.521
H 2.857 -1.016 -4.124
H 1.112 -2.197 -3.452
H 1.664 -2.253 -1.812
H 0.944 -2.184 0.993
H 1.239 -0.634 1.918
H 3.231 -2.296 0.374
H 3.033 -2.454 2.114
H 4.424 -0.487 0.539
H 3.554 0.191 1.800
H -1.288 2.661 -1.680
H -1.229 1.172 -2.587
H -3.398 1.099 -2.025
H -2.898 0.363 -0.519
H -3.025 3.416 -0.731
H -3.402 2.345 0.678
H -5.447 3.369 -0.201
H -5.042 2.850 -1.844
H -7.462 2.275 -0.391
C -1.365 -1.525 3.937
O -2.286 -0.647 3.302
H -1.669 -1.660 4.973
H -1.366 -2.494 3.430
H -0.359 -1.094 3.911
H -1.998 -0.544 2.386
C -9.778 3.899 1.293
O -8.493 4.118 0.713
H -10.230 3.039 0.805
H -9.682 3.697 2.361
H -10.415 4.774 1.141
H -8.105 4.881 1.155
C -4.260 -3.312 -1.188
O -2.972 -3.081 -1.745
H -4.687 -4.190 -1.667
H -4.181 -3.492 -0.112
H -4.912 -2.453 -1.366
H -2.598 -2.301 -1.310
C 3.793 -2.863 5.741
O 2.851 -1.993 5.116
H 3.498 -2.999 6.779
H 3.796 -3.833 5.236
H 4.792 -2.425 5.705
H 3.126 -1.883 4.199
C -0.235 -5.038 5.317
O 1.062 -4.786 4.783
H -0.647 -5.919 4.831
H -0.167 -5.219 6.393
H -0.890 -4.184 5.127
H 1.408 -4.002 5.226
C 3.148 -2.515 -6.639
O 2.897 -1.112 -6.676
H 3.549 -2.765 -5.660
H 2.220 -3.070 -6.800
H 3.876 -2.790 -7.406
H 2.543 -0.908 -7.547
*
```


Record 7
Computed, not measured: a single C3H7N3O2 molecule, with wB97M-V/def2-TZVPD.

- largest force on an atom (eV/A) = 1.860
- energy relative to the best compared isomer or geometry (same formula, charge and spin) (kcal per mole) = 159.7
- LUMO energy (alpha / beta) (eV) = -0.433 / 0.155
- SMILES = C/N=C(O)\C(N)=N/O

Geometry as ORCA input:
```
! wB97M-V def2-TZVPD RIJCOSX def2/J DEFGRID3
* xyz 0 1
C -1.746 0.776 -0.638
N -0.401 0.510 -1.110
C 0.627 0.634 -0.233
O 1.533 1.638 -0.318
C 0.685 -0.429 0.624
N 1.230 -0.611 1.869
N -0.229 -1.372 0.133
O 0.376 -2.090 -0.903
H -2.452 0.172 -1.209
H -1.986 1.829 -0.838
H -1.887 0.588 0.434
H 1.194 2.290 -0.948
H 1.773 -1.451 2.012
H 1.606 0.207 2.323
H -0.323 -2.690 -1.199
*
```


Record 8
Computed, not measured: a single C5H10ClNO molecule, with wB97M-V/def2-TZVPD.

- largest force on an atom (eV/A) = 4.459
- energy relative to the best compared isomer or geometry (same formula, charge and spin) (kcal per mole) = 44.1
- LUMO energy (eV) = 0.789
- SMILES = CC1(C)CO[C@@H](Cl)N1

Geometry as ORCA input:
```
! wB97M-V def2-TZVPD RIJCOSX def2/J DEFGRID3
* xyz 0 1
C 0.799 -1.510 -0.307
C 0.420 -0.071 -0.007
C 1.561 0.761 0.403
C -0.392 0.516 -1.145
O -1.349 1.311 -0.459
C -1.806 0.602 0.629
Cl -3.109 -0.544 0.002
N -0.735 0.022 1.287
H -0.016 -1.765 -0.943
H 0.829 -2.165 0.711
H 1.808 -1.579 -0.749
H 2.309 -0.026 0.579
H 1.434 1.496 1.250
H 1.903 1.428 -0.427
H 0.341 1.215 -1.629
H -0.829 -0.142 -1.881
H -2.343 1.370 1.177
H -0.825 -0.918 1.508
*
```


Record 9
Computed, not measured: 3 unconnected molecules or ions with the total composition C6H15N2O, with wB97M-V/def2-TZVPD.

- largest force on an atom (eV/A) = 1.106
- energy relative to the best compared isomer or geometry (same formula, charge and spin) (kcal per mole) = 64.8
- LUMO energy (eV) = -5.187

Geometry as ORCA input:
```
! wB97M-V def2-TZVPD RIJCOSX def2/J DEFGRID3
* xyz 1 1
C -4.088 0.617 -0.461
C -2.797 1.961 1.127
C 3.670 -1.520 -0.314
C 4.096 0.874 -0.231
C -3.104 1.707 -0.366
C -1.784 -2.379 0.001
N -1.402 -3.440 0.242
N 4.578 -0.438 -0.568
O -3.872 -0.627 -0.382
H -5.142 0.872 -0.550
H -2.387 1.070 1.596
H -3.692 2.259 1.662
H -2.067 2.761 1.207
H 2.758 -1.354 -0.892
H 4.120 -2.458 -0.633
H 3.387 -1.609 0.748
H 3.915 0.997 0.846
H 4.822 1.618 -0.550
H 3.155 1.050 -0.755
H -2.172 1.429 -0.864
H -3.505 2.614 -0.811
H -2.925 -1.031 -0.268
H -1.074 -4.363 0.431
H 5.510 -0.610 -0.214
*
```


Record 10
Computed, not measured: 8 unconnected molecules or ions with the total composition C6H28O8, with wB97M-V/def2-TZVPD.

- largest force on an atom (eV/A) = 3.607
- energy relative to the best compared isomer or geometry (same formula, charge and spin) (kcal per mole) = 82.7
- LUMO energy (eV) = 0.382
- SMILES = CCCCCCO.O.O.O.O.O.O.O

Geometry as ORCA input:
```
! wB97M-V def2-TZVPD RIJCOSX def2/J DEFGRID3
* xyz 0 1
C -1.359 2.506 0.409
C -0.058 1.808 -0.055
C -0.318 0.810 -1.246
C 1.091 0.569 -1.967
C 1.820 -0.715 -1.463
C 1.888 -0.782 0.083
O 3.280 -0.697 0.508
H -2.176 1.979 0.019
H -1.477 2.536 1.455
H -1.370 3.502 0.192
H 0.212 1.179 0.763
H 0.848 2.431 -0.123
H -0.699 -0.055 -0.677
H -1.006 1.249 -1.936
H 0.855 0.455 -3.101
H 1.766 1.453 -1.844
H 1.370 -1.610 -1.793
H 2.829 -0.699 -1.996
H 1.367 -1.687 0.425
H 1.704 0.046 0.659
H 3.715 -1.337 0.027
O -1.981 -1.021 3.133
H -1.433 -0.278 3.448
H -1.998 -1.647 3.850
O -2.872 -1.554 -1.394
H -3.019 -0.566 -1.531
H -3.487 -1.869 -2.082
O 3.747 0.807 2.754
H 3.660 0.085 2.045
H 3.805 1.541 2.107
O 0.053 0.987 3.878
H 0.900 0.723 3.496
H 0.238 1.621 4.553
O 0.883 -2.887 -3.418
H 0.604 -2.780 -2.491
H 1.270 -2.018 -3.449
O -4.158 0.837 -2.130
H -3.853 1.286 -2.860
H -3.794 1.085 -1.300
O -0.799 -2.792 0.875
H -1.479 -2.194 0.417
H -0.569 -2.309 1.762
*
```


Record 11
Computed, not measured: a single C28H33N3O2S molecule, with wB97M-V/def2-TZVPD.

- largest force on an atom (eV/A) = 0.723
- energy relative to the best compared isomer or geometry (same formula, charge and spin) (kcal per mole) = 1.1
- LUMO energy (eV) = 0.592
- SMILES = Cc1cccc(CCN(C(=O)Cc2cccs2)[C@H](C(=O)NC2CCCCC2)c2cccnc2)c1

Geometry as ORCA input:
```
! wB97M-V def2-TZVPD RIJCOSX def2/J DEFGRID3
* xyz 0 1
C -4.644 -4.368 -1.756
C -4.751 -3.035 -1.082
C -5.891 -2.696 -0.362
C -5.998 -1.457 0.241
C -4.967 -0.539 0.137
C -3.821 -0.857 -0.577
C -2.674 0.110 -0.679
C -1.530 -0.340 0.244
N -0.328 0.453 0.080
C 0.158 1.348 0.961
O 1.239 1.898 0.795
C -0.672 1.679 2.196
C -1.945 2.373 1.845
C -2.117 3.428 1.004
C -3.465 3.847 0.912
C -4.296 3.110 1.688
S -3.453 1.884 2.554
C 0.450 0.151 -1.127
C 1.574 -0.852 -0.781
O 1.496 -2.013 -1.134
N 2.579 -0.330 -0.071
C 3.686 -1.109 0.443
C 3.596 -1.217 1.967
C 4.774 -2.013 2.518
C 6.094 -1.365 2.111
C 6.187 -1.261 0.592
C 5.011 -0.463 0.037
C 0.908 1.402 -1.834
C 2.150 1.513 -2.446
C 2.476 2.691 -3.100
C 1.543 3.714 -3.126
N 0.345 3.609 -2.574
C 0.040 2.486 -1.956
C -3.727 -2.105 -1.180
H -3.604 -4.630 -1.937
H -5.104 -5.146 -1.150
H -5.160 -4.343 -2.716
H -6.699 -3.409 -0.276
H -6.888 -1.203 0.797
H -5.055 0.428 0.608
H -2.319 0.145 -1.712
H -2.998 1.113 -0.398
H -1.873 -0.297 1.277
H -1.275 -1.381 0.020
H -0.870 0.779 2.780
H -0.047 2.343 2.802
H -1.308 3.892 0.469
H -3.793 4.661 0.292
H -5.356 3.207 1.816
H -0.220 -0.388 -1.807
H 2.497 0.637 0.231
H 3.601 -2.105 -0.004
H 2.654 -1.699 2.240
H 3.597 -0.210 2.393
H 4.705 -2.069 3.606
H 4.735 -3.032 2.126
H 6.930 -1.951 2.496
H 6.157 -0.365 2.548
H 7.125 -0.781 0.307
H 6.179 -2.264 0.160
H 5.075 -0.412 -1.052
H 5.041 0.558 0.426
H 2.852 0.693 -2.417
H 3.435 2.807 -3.579
H 1.751 4.656 -3.614
H -0.954 2.447 -1.529
H -2.838 -2.357 -1.742
*
```